Below is 2 unconnected molecules or ions with the total composition C3H7NO, with properties calculated with the ωB97M-V functional and the def2-TZVPD basis.

```
! RIJCOSX wB97M-V def2-TZVPD def2/J DEFGRID3
* xyz 1 2
C -1.591 -0.093 0.011
C -0.927 0.868 -0.637
C 0.626 0.847 -0.574
O 1.139 1.702 -1.414
N 0.997 -1.346 0.995
H -2.615 -0.037 0.379
H -1.046 -1.022 0.149
H -1.307 1.632 -1.300
H 1.031 -0.144 -0.856
H 0.979 1.028 0.479
H 2.014 -1.369 1.110
H 0.700 -2.066 1.659
*
```

Properties
HOMO-LUMO gap (spin up / spin down), eV: 8.897 / 6.996
<S²>: 1.689
Relative energy (zero: lowest compared OMol25 entry of this formula, charge and spin), eV: 5.9189
Maximum force, Eh/bohr: 0.0384
HOMO energy (spin up / spin down), eV: -15.491 / -15.873
LUMO energy (spin up / spin down), Ha: -0.2423 / -0.3262

---

Below is 2 unconnected molecules or ions with the total composition C7H10NP, with properties calculated with the ωB97M-V functional and the def2-TZVPD basis.

```
! RIJCOSX wB97M-V def2-TZVPD def2/J DEFGRID3
* xyz 0 1
C 2.470 0.111 0.319
C 2.617 -1.307 0.260
C 0.507 -1.696 -0.574
C 1.155 0.494 0.069
C 0.279 -0.402 -0.482
C 0.581 1.954 0.106
C -2.353 0.417 -0.575
N 1.695 -2.123 -0.136
P -3.548 -0.342 0.456
H 3.129 0.832 0.758
H 3.460 -1.831 0.674
H -0.072 -2.424 -0.980
H 0.530 2.402 -0.863
H -0.422 1.976 0.437
H 1.103 2.537 0.775
H -2.144 -0.143 -1.438
H -2.616 1.437 -0.569
H -2.834 -0.128 1.656
H -3.537 -1.765 0.105
*
```

Properties
HOMO-LUMO gap (spin up / spin down), eV: 7.875 / 8.201
Relative energy (zero: lowest compared OMol25 entry of this formula, charge and spin), eV: 4.4110
Maximum force, Eh/bohr: 0.0600
HOMO energy (spin up / spin down), eV: -7.990 / -8.433
LUMO energy (spin up / spin down), Ha: -0.0042 / -0.0085

---

Below is 2 unconnected molecules or ions with the total composition CH6N3O, with properties calculated with the ωB97M-V functional and the def2-TZVPD basis.

```
! RIJCOSX wB97M-V def2-TZVPD def2/J DEFGRID3
* xyz -1 1
C 0.776 -0.406 -0.191
N -0.161 2.305 0.801
N 0.112 1.138 1.424
N 0.588 -0.010 1.080
O -1.383 -1.743 -1.721
H 0.943 0.322 -0.993
H 1.411 -1.288 -0.248
H -1.543 -2.498 -1.155
H 0.102 2.198 -0.185
H -0.691 -1.193 -1.220
H -0.154 1.175 2.408
*
```

Properties
HOMO-LUMO gap (spin up / spin down), eV: 5.989 / 5.988
Relative energy (zero: lowest compared OMol25 entry of this formula, charge and spin), eV: 0.0000
Maximum force, Eh/bohr: 0.0283
HOMO energy (spin up / spin down), eV: -1.483 / -1.482
LUMO energy (spin up / spin down), Ha: 0.1656 / 0.1656